No. 1
Computed, not measured: 6 unconnected molecules or ions with the total composition C34H49BClNO23S, with the ωB97M-V functional and the def2-TZVPD basis.

Atoms and positions in Å:
C -3.19 2.88 1.82
C -2.56 4.21 1.59
O -3.19 5.23 1.54
O -1.21 4.19 1.45
C -0.74 4.35 0.09
C 0.50 3.51 -0.08
C 0.20 2.04 -0.44
C 0.19 1.06 0.75
C 0.66 -0.30 0.33
C 1.92 -0.71 0.12
B 3.19 0.21 0.31
N 4.14 0.39 -0.76
O 3.39 0.87 1.49
C 2.08 -2.11 -0.34
O 2.89 -2.43 -1.19
C 1.18 -3.12 0.30
C 1.72 -4.49 0.64
C 3.23 -4.54 0.97
C 3.50 -5.02 2.40
Cl 4.94 -6.07 2.50
C -0.08 -2.71 0.50
C -1.19 -3.48 1.15
C -1.66 -2.81 2.48
C -0.59 -1.99 3.19
C 0.51 -2.85 3.80
S 1.70 -1.74 4.49
O 1.05 -0.61 5.09
O 2.75 -1.46 3.55
O 2.31 -2.63 5.67
C -0.41 -1.32 0.06
O -1.47 -1.05 -0.47
H -4.15 3.04 2.31
H -3.38 2.43 0.84
H -2.56 2.20 2.38
H -1.52 4.02 -0.60
H -0.55 5.40 -0.10
H 1.14 3.92 -0.86
H 1.04 3.51 0.87
H 0.96 1.69 -1.14
H -0.75 1.96 -0.96
H 0.74 1.45 1.61
H -0.85 0.94 1.09
H 4.83 1.09 -0.49
H 4.63 -0.46 -0.98
H 2.84 0.51 2.20
H 1.15 -4.86 1.49
H 1.49 -5.16 -0.19
H 3.70 -5.26 0.30
H 3.72 -3.59 0.81
H 2.66 -5.60 2.80
H 3.69 -4.19 3.08
H -0.91 -4.52 1.30
H -2.05 -3.48 0.48
H -2.47 -2.11 2.25
H -2.03 -3.58 3.15
H -1.06 -1.43 4.00
H -0.14 -1.25 2.53
H 0.11 -3.47 4.61
H 1.07 -3.43 3.07
H 2.90 -2.03 6.16
C -5.31 2.69 -1.43
C -5.69 2.00 -2.73
O -4.53 2.22 -3.54
C -3.47 2.44 -2.73
O -2.34 2.50 -3.09
O -3.88 2.58 -1.45
H -5.71 2.20 -0.55
H -5.57 3.75 -1.42
H -5.83 0.93 -2.60
H -6.57 2.43 -3.21
C 0.55 1.10 -3.97
C 1.42 0.46 -5.03
O 2.09 1.60 -5.59
C 2.11 2.58 -4.66
O 2.75 3.59 -4.75
O 1.31 2.27 -3.63
H 0.41 0.49 -3.09
H -0.42 1.42 -4.35
H 2.17 -0.22 -4.61
H 0.85 -0.07 -5.80
C 1.72 7.33 -5.76
C 1.70 6.12 -6.68
O 0.45 6.28 -7.36
C 0.10 7.59 -7.32
O -0.80 8.07 -7.93
O 0.92 8.27 -6.49
H 2.71 7.73 -5.59
H 1.24 7.13 -4.80
H 2.50 6.15 -7.41
H 1.74 5.18 -6.14
C 1.31 -4.78 8.66
C 0.74 -3.60 9.42
O -0.19 -3.05 8.48
C -0.56 -4.03 7.63
O -1.43 -3.94 6.83
O 0.22 -5.13 7.80
H 1.56 -5.63 9.29
H 2.17 -4.51 8.04
H 0.20 -3.90 10.32
H 1.49 -2.85 9.68
C -2.56 -1.21 -3.37
C -2.75 -2.71 -3.23
O -2.08 -3.22 -4.39
C -1.17 -2.30 -4.79
O -0.34 -2.49 -5.61
O -1.34 -1.15 -4.11
H -2.45 -0.70 -2.42
H -3.35 -0.74 -3.96
H -2.26 -3.11 -2.34
H -3.80 -3.02 -3.23

Properties
SMILES string = CC(=O)OCCCCC1=C(B(N)O)C(=O)C(CCCCl)=C(CCCCS(=O)(=O)O)C1=O.O=C1OCCO1.O=C1OCCO1.O=C1OCCO1.O=C1OCCO1.O=C1OCCO1
E_LUMO = -1.1 eV
HOMO-LUMO gap = 8.70 eV
E_HOMO = -0.3599 Ha
spin multiplicity = 1



No. 2
Computed, not measured: a molecular structure, C34H50MnP2 in a non-equilibrium geometry, with the ωB97M-V functional and the def2-TZVPD basis.

Atoms and positions in Å:
Mn 0.09 -0.37 -0.82
C -0.73 -2.03 0.28
C 0.68 -2.25 -0.05
C 0.53 -0.44 1.42
C -0.80 -0.91 1.16
C 1.44 -1.27 0.69
C -1.87 -2.94 -0.01
H -1.72 -3.52 -0.93
H -2.80 -2.36 -0.09
H -2.02 -3.66 0.82
C -1.98 -0.46 1.94
H -2.92 -0.85 1.53
H -2.01 0.64 1.94
H -1.92 -0.79 3.00
C 0.85 0.56 2.45
H 0.74 0.15 3.47
H 0.15 1.41 2.36
H 1.88 0.93 2.36
C 2.91 -1.28 0.90
H 3.17 -1.87 1.80
H 3.29 -0.27 1.08
H 3.45 -1.72 0.06
C 1.24 -3.41 -0.78
H 1.46 -4.25 -0.09
H 2.18 -3.15 -1.27
H 0.55 -3.80 -1.54
C -1.91 0.86 -6.11
C -1.91 -0.46 -6.33
C -1.09 -1.15 -7.38
C 0.33 -0.56 -7.64
C 1.06 -0.02 -6.45
C 1.07 1.27 -6.10
C 0.15 2.33 -6.66
C -1.27 1.84 -7.06
H -1.61 -1.16 -8.36
H 0.24 0.21 -8.43
H -0.99 -2.21 -7.09
H -1.23 1.41 -8.07
H -2.53 1.29 -5.33
H -2.65 -1.10 -5.84
H -1.92 2.73 -7.13
H 0.06 3.12 -5.90
H 1.81 1.65 -5.40
H 0.58 2.81 -7.56
H 0.92 -1.37 -8.09
H 1.74 -0.73 -5.95
P -1.19 0.04 -2.55
P 1.48 1.29 -1.54
C -0.49 1.44 -3.51
C 0.63 2.26 -2.86
H -1.29 2.12 -3.86
H -0.11 0.95 -4.41
H 1.38 2.59 -3.60
H 0.23 3.17 -2.39
C 1.98 2.48 -0.25
H 2.62 1.98 0.49
H 1.10 2.87 0.27
H 2.55 3.31 -0.70
C 3.05 0.60 -2.19
H 3.53 1.26 -2.92
H 2.85 -0.37 -2.66
H 3.74 0.43 -1.35
C -2.94 0.37 -2.25
H -3.39 -0.45 -1.66
H -3.51 0.49 -3.19
H -3.03 1.29 -1.66
C -1.05 -1.54 -3.47
H -0.05 -1.98 -3.38
H -1.26 -1.43 -4.53
H -1.77 -2.27 -3.06
C -2.61 5.08 4.84
C -2.11 3.78 5.09
C -1.69 2.97 4.04
C -1.79 3.42 2.70
C -1.41 2.66 1.60
C -1.56 3.05 0.31
C -2.08 4.36 0.04
C -2.43 5.20 1.09
C -2.32 4.76 2.44
C -2.70 5.56 3.53
H -2.93 5.72 5.67
H -2.04 3.42 6.12
H -1.27 1.97 4.21
H -1.29 2.39 -0.53
H -2.19 4.68 -1.00
H -2.80 6.21 0.91
H -3.07 6.56 3.32

Properties
⟨S²⟩ = 4.235
net charge = +2
E_LUMO (alpha / beta) = -8.4 / -6.6 eV
HOMO-LUMO gap (alpha / beta) = 4.48 / 6.21 eV
E_HOMO (alpha / beta) = -0.4743 / -0.4702 Ha
spin multiplicity = 4



No. 3
Computed, not measured: a molecular structure, C34H50N10PdSSbSi3, with the ωB97M-V functional and the def2-TZVPD basis.

Atoms and positions in Å:
Pd -0.63 -0.71 0.69
C -0.05 -1.42 -2.20
Sb 1.53 -0.08 -1.55
C 1.56 -0.80 0.53
C 2.27 0.09 1.50
C 3.57 0.57 1.26
C 4.22 1.33 2.20
C 3.57 1.64 3.39
C 2.30 1.12 3.57
N 1.68 0.36 2.67
Si 2.48 -2.46 0.59
C 1.98 -3.73 -0.70
C 2.37 -3.13 2.35
C 4.33 -2.31 0.26
C 0.50 1.90 -1.74
C -0.30 2.36 -0.55
C -0.92 3.62 -0.58
C -1.44 4.19 0.56
C -1.35 3.49 1.76
C -0.84 2.21 1.71
N -0.38 1.63 0.58
Si 1.94 3.18 -2.00
C 2.91 2.80 -3.55
C 1.43 4.99 -2.08
C 3.13 3.14 -0.56
Si -0.52 1.83 -3.38
C -2.21 1.09 -3.10
C -0.88 3.50 -4.17
C 0.41 0.92 -4.75
H 0.21 -2.41 -1.85
H -0.09 -1.43 -3.29
H -1.03 -1.15 -1.83
H 4.06 0.33 0.32
H 5.22 1.70 2.01
H 4.03 2.25 4.15
H 1.75 1.32 4.49
H 0.94 -4.04 -0.76
H 2.58 -4.63 -0.50
H 2.28 -3.37 -1.69
H 1.36 -3.11 2.75
H 3.01 -2.51 2.99
H 2.74 -4.15 2.41
H 4.54 -1.83 -0.70
H 4.74 -3.32 0.22
H 4.87 -1.77 1.04
H -0.95 4.17 -1.51
H -1.89 5.17 0.53
H -1.71 3.89 2.69
H -0.83 1.59 2.59
H 2.40 3.11 -4.46
H 3.17 1.74 -3.64
H 3.84 3.36 -3.50
H 0.64 5.24 -2.78
H 2.33 5.53 -2.40
H 1.16 5.38 -1.09
H 3.82 2.30 -0.62
H 2.62 3.10 0.41
H 3.72 4.06 -0.58
H -2.84 1.78 -2.54
H -2.21 0.14 -2.57
H -2.69 0.93 -4.07
H -1.49 4.17 -3.56
H -1.46 3.28 -5.07
H 0.01 4.04 -4.49
H 0.94 0.01 -4.47
H 1.13 1.58 -5.23
H -0.33 0.65 -5.51
N -3.69 1.54 0.05
C -4.03 0.31 -0.35
N -5.26 0.15 -0.81
C -5.56 -1.10 -1.17
N -6.77 -1.32 -1.71
N -4.75 -2.16 -1.02
C -3.55 -1.87 -0.55
N -3.09 -0.66 -0.26
C -2.68 -3.06 -0.25
C -3.16 -4.33 -0.54
C -2.44 -5.43 -0.13
C -1.26 -5.23 0.58
C -0.85 -3.93 0.79
N -1.52 -2.86 0.37
H -4.37 2.28 -0.05
H -2.76 1.74 0.36
H -7.42 -0.57 -1.80
H -7.03 -2.26 -1.94
H -4.10 -4.42 -1.06
H -2.79 -6.43 -0.34
H -0.67 -6.05 0.95
H 0.08 -3.73 1.32
S -2.11 -0.82 2.68
C -1.34 -1.37 4.09
N 0.00 -1.19 4.26
C 0.66 -1.62 5.35
C -0.03 -2.24 6.35
C -1.42 -2.36 6.15
N -2.05 -1.94 5.08
H 0.53 -0.67 3.52
H 1.72 -1.44 5.36
H 0.46 -2.60 7.24
H -2.03 -2.82 6.92

Properties
⟨S²⟩ = 2.009
net charge = +1
E_LUMO (alpha / beta) = -2.4 / -3.4 eV
ΔE to the lowest compared entry with this formula, charge and spin = 1.0 kcal per mole
HOMO-LUMO gap (alpha / beta) = 6.95 / 6.88 eV
E_HOMO (alpha / beta) = -0.3438 / -0.3770 Ha
spin multiplicity = 3



No. 4
Computed, not measured: 3 unconnected molecules or ions with the total composition C34H50N2O5S in a non-equilibrium geometry, with the ωB97M-V functional and the def2-TZVPD basis.

Atoms and positions in Å:
C -6.98 0.13 0.99
C -6.91 -0.08 -0.21
C -6.70 -0.47 -1.73
C -5.22 -1.03 -1.94
N -5.12 -2.38 -2.19
C -3.79 -2.82 -2.32
C -3.58 -4.33 -2.56
O -4.75 -5.14 -2.66
C -2.20 -4.95 -2.67
C -2.15 -6.51 -2.86
C -1.08 -7.04 -3.87
C -0.05 -8.02 -3.31
C 1.03 -8.66 -4.12
C 1.12 -8.32 -5.59
C 0.11 -7.36 -6.17
C -0.99 -6.71 -5.33
C -1.02 -4.00 -2.55
C 0.46 -4.54 -2.61
C 0.84 -5.47 -1.35
C 1.72 -4.57 -0.38
O 1.54 -5.07 0.97
C -1.22 -2.52 -2.33
O -0.09 -1.66 -2.21
C -2.63 -1.88 -2.21
N -2.67 -0.49 -2.01
C -4.00 -0.12 -1.88
C -4.27 1.44 -1.59
S -3.16 2.41 -2.73
O -3.58 3.84 -2.67
O -1.74 2.33 -2.35
H -6.82 0.28 2.10
H -7.46 -1.25 -2.06
H -6.87 0.46 -2.35
H -5.11 -4.93 -3.55
H -2.01 -6.96 -1.82
H -3.16 -6.90 -3.22
H -0.12 -8.31 -2.22
H 1.76 -9.38 -3.63
H 1.93 -8.82 -6.19
H 0.21 -7.16 -7.28
H -1.72 -5.99 -5.79
H 0.62 -5.06 -3.61
H 1.20 -3.67 -2.61
H -0.14 -5.81 -0.89
H 1.46 -6.32 -1.78
H 1.48 -3.46 -0.44
H 2.83 -4.68 -0.64
H 1.96 -4.43 1.59
H 0.05 -1.30 -3.11
H -5.32 1.76 -1.86
H -3.98 1.67 -0.52
H -3.39 2.01 -4.05
C 0.21 0.38 0.15
C 0.73 1.77 -0.18
C 2.23 1.80 -0.51
C 3.15 1.36 0.63
C 3.02 2.16 1.92
C 3.38 3.63 1.76
H 0.69 -0.03 1.04
H -0.86 0.41 0.34
H 0.39 -0.31 -0.68
H 0.51 2.45 0.65
H 0.18 2.15 -1.05
H 2.50 2.81 -0.83
H 2.41 1.15 -1.37
H 4.19 1.42 0.27
H 2.98 0.30 0.85
H 3.70 1.72 2.67
H 2.01 2.06 2.33
H 4.40 3.75 1.39
H 3.30 4.14 2.72
H 2.70 4.13 1.06
C 1.02 5.76 5.15
C 1.54 7.16 4.82
C 3.03 7.18 4.49
C 3.96 6.74 5.63
C 3.82 7.55 6.93
C 4.17 9.02 6.76
H 1.49 5.36 6.05
H -0.06 5.80 5.34
H 1.19 5.07 4.32
H 1.31 7.84 5.65
H 0.99 7.54 3.95
H 3.30 8.19 4.17
H 3.21 6.53 3.63
H 4.99 6.81 5.28
H 3.78 5.69 5.86
H 4.50 7.11 7.67
H 2.81 7.45 7.33
H 5.20 9.14 6.40
H 4.10 9.54 7.72
H 3.50 9.52 6.06

Properties
SMILES string = C#CCc1nc2c(O)c(Cc3ccccc3)c(CCCO)c(O)c2nc1C[SH](=O)=O.CCCCCC.CCCCCC
E_LUMO = -1.1 eV
HOMO-LUMO gap = 7.43 eV
E_HOMO = -0.3142 Ha
spin multiplicity = 1



No. 5
Computed, not measured: a molecular structure, C34H50P2Pt in a non-equilibrium geometry, with the ωB97M-V functional and the def2-TZVPD basis.

Atoms and positions in Å:
Pt -0.72 1.45 -0.18
C 0.08 2.96 -1.84
C -0.90 3.45 -0.88
C 1.22 3.46 0.11
C 1.37 3.07 -1.23
C -0.19 3.64 0.39
C -0.22 2.64 -3.26
H -1.29 2.41 -3.38
H 0.37 1.78 -3.60
H 0.02 3.49 -3.91
C 2.68 2.77 -1.86
H 2.56 2.48 -2.91
H 3.18 1.95 -1.31
H 3.35 3.64 -1.80
C 2.35 3.60 1.06
H 3.06 4.37 0.73
H 2.91 2.64 1.10
H 2.00 3.85 2.07
C -0.80 4.22 1.61
H -0.68 5.32 1.61
H -0.33 3.84 2.52
H -1.87 4.01 1.64
C -2.31 3.86 -1.16
H -2.38 4.93 -1.39
H -2.94 3.65 -0.29
H -2.69 3.30 -2.01
C -2.83 -4.34 -1.40
C -3.70 -3.64 -2.14
C -5.18 -3.57 -1.91
C -5.64 -3.64 -0.43
C -4.83 -2.82 0.55
C -3.82 -3.28 1.31
C -3.12 -4.60 1.15
C -3.19 -5.25 -0.26
H -5.69 -4.38 -2.45
H -5.72 -4.69 -0.12
H -5.55 -2.63 -2.35
H -4.17 -5.72 -0.40
H -1.77 -4.38 -1.70
H -3.36 -3.18 -3.07
H -2.45 -6.07 -0.25
H -2.07 -4.46 1.42
H -3.50 -2.69 2.17
H -3.53 -5.34 1.87
H -6.67 -3.23 -0.41
H -5.20 -1.81 0.70
P -0.96 -0.54 -1.10
P -0.68 0.49 1.85
C -1.17 -1.77 0.25
C -0.66 -1.34 1.62
H -0.68 -2.70 -0.08
H -2.25 -2.00 0.29
H -1.27 -1.77 2.42
H 0.38 -1.67 1.78
C 0.78 0.89 2.82
H 0.80 1.97 3.03
H 1.69 0.62 2.28
H 0.73 0.34 3.78
C -2.14 0.93 2.83
H -2.31 0.18 3.60
H -3.02 1.01 2.18
H -1.96 1.91 3.29
C 0.39 -1.14 -2.14
H 0.65 -0.39 -2.89
H 0.05 -2.06 -2.65
H 1.28 -1.37 -1.55
C -2.48 -0.52 -2.07
H -3.22 0.14 -1.60
H -2.89 -1.53 -2.13
H -2.26 -0.15 -3.08
C 7.88 1.04 1.01
C 7.14 2.19 0.63
C 5.77 2.10 0.40
C 5.09 0.87 0.57
C 3.72 0.73 0.38
C 3.06 -0.45 0.46
C 3.80 -1.62 0.83
C 5.16 -1.55 1.07
C 5.85 -0.32 0.94
C 7.25 -0.19 1.15
H 8.95 1.12 1.18
H 7.64 3.15 0.52
H 5.19 2.96 0.07
H 1.99 -0.51 0.25
H 3.27 -2.58 0.92
H 5.74 -2.44 1.34
H 7.81 -1.08 1.42

Properties
⟨S²⟩ = 6.024
net charge = +2
E_LUMO (alpha / beta) = -5.2 / -9.2 eV
HOMO-LUMO gap (alpha / beta) = 6.55 / 3.53 eV
E_HOMO (alpha / beta) = -0.4319 / -0.4670 Ha
spin multiplicity = 5